w.
Molecular formula: C6H16N2Si
Method: DFT, ωB97M-V/def2-TZVPD

The HOMO energy (alpha / beta) is -0.258 / -0.258 Eh. Its spin multiplicity is 1. The orbital gap (alpha / beta) comes out at 0.2852 / 0.2853 Ha. The LUMO energy (alpha / beta) comes out at 0.74 / 0.74 eV.

Cartesian coordinates (Å):
C  -0.80578  -0.24698  1.79880
C  -1.58184  0.40914  2.89608
C  -0.69812  -1.75144  1.85868
C  0.69696  2.20555  -2.61223
C  -1.06377  -0.47268  -1.76318
C  2.75356  -1.23611  -0.34696
N  -0.32349  0.56506  0.94868
N  0.67765  1.78617  -1.20730
Si  0.25220  0.24536  -0.61462
H  -1.57093  1.42954  2.74286
H  -2.61507  0.01033  2.74663
H  -1.36542  0.10941  3.87506
H  -1.67817  -2.18204  1.59077
H  -0.60773  -2.14787  2.93406
H  0.14816  -2.16081  1.27623
H  -0.45813  2.39570  -2.93404
H  1.11987  3.20528  -2.74899
H  1.22956  1.48481  -3.21014
H  -0.82646  -1.03544  -2.55007
H  -1.50744  -1.17326  -1.06128
H  -1.80559  0.26268  -1.89939
H  3.45599  -0.42571  -0.55919
H  2.61232  -1.62696  0.73015
H  2.53439  -1.92560  -1.13183
H  1.42729  2.27586  -0.75879

Partial charges, Mulliken, in e:
1. C 0.99
2. C -1.32
3. C -1.23
4. C -0.81
5. C -1.16
6. C -1.08
7. N -0.36
8. N -0.20
9. Si 0.09
10. H 0.39
11. H 0.27
12. H 0.38
13. H 0.35
14. H 0.36
15. H 0.24
16. H 0.19
17. H 0.37
18. H 0.27
19. H 0.46
20. H 0.30
21. H 0.37
22. H 0.32
23. H 0.23
24. H 0.31
25. H 0.25



x.
Molecular formula: C6H16N2Si
Method: DFT, ωB97M-V/def2-TZVPD

The HOMO energy is -0.298 Eh. Its spin multiplicity is 1. The orbital gap comes out at 0.3274 Ha. The LUMO energy comes out at 0.79 eV.

Cartesian coordinates (Å):
C  -1.18101  2.55003  1.13925
C  -0.83126  2.45451  -0.11159
C  -2.31559  -2.24835  0.04493
C  3.12395  0.54488  -0.36301
C  1.40582  -0.35880  1.38441
C  -1.27364  -1.84412  -0.98773
N  -1.01822  -0.40190  -0.98902
N  1.72585  0.30251  0.09833
Si  0.37415  0.60573  -1.00113
H  -1.98280  3.27764  1.48865
H  -1.09348  1.71176  1.74329
H  -1.02005  3.32189  -0.72135
H  -1.96514  -1.65370  0.96267
H  -3.28998  -1.84421  -0.27891
H  -2.39102  -3.36938  -0.03021
H  3.34246  -0.02205  -1.29553
H  3.33766  1.66819  -0.27276
H  3.78784  0.10862  0.30110
H  2.18769  -1.02550  1.67849
H  1.21431  0.48673  2.14519
H  0.49288  -0.80308  1.28462
H  -0.26299  -2.30352  -0.54065
H  -1.60491  -2.18206  -1.98146
H  -1.87683  -0.06478  -1.38715
H  1.11427  1.08897  -2.31043

Partial charges, Mulliken, in e:
1. C -0.64
2. C -0.39
3. C -0.97
4. C -1.00
5. C -0.71
6. C -0.45
7. N -0.15
8. N 0.20
9. Si 0.04
10. H 0.24
11. H 0.22
12. H 0.31
13. H 0.25
14. H 0.28
15. H 0.32
16. H 0.34
17. H 0.26
18. H 0.40
19. H 0.35
20. H 0.26
21. H 0.09
22. H 0.25
23. H 0.40
24. H 0.24
25. H -0.15



The relative energies come out as w 0.0; x 13.0, with values in kcal/mol.



w.
Molecular formula: C5H15NO
Method: DFT, ωB97M-V/def2-TZVPD

The HOMO energy is -0.311 Eh. Its spin multiplicity is 1. The orbital gap comes out at 0.3401 Ha. The structure (SMILES) is CC(C)N(C)C.O. The LUMO energy comes out at 0.79 eV.

Cartesian coordinates (Å):
C  0.77809  1.03632  -1.30997
C  -0.67712  0.83787  -0.85044
C  -1.58736  0.31408  -1.99104
N  -0.85860  0.03253  0.36968
C  -0.27136  0.73117  1.52348
C  -0.25395  -1.29409  0.20147
H  1.53151  0.60824  -0.64894
H  0.98428  2.10144  -1.34559
H  0.94462  0.63807  -2.31319
H  -1.08098  1.81546  -0.64325
H  -2.14082  -0.58603  -1.74421
H  -2.33215  1.06020  -2.24592
H  -1.01924  0.09736  -2.89938
H  -1.05270  0.95224  2.25844
H  0.39501  0.09625  2.09559
H  0.17598  1.68287  1.22710
H  -0.70205  -1.96410  0.93762
H  0.83920  -1.33149  0.27176
H  -0.53242  -1.64741  -0.79053
O  1.98555  -1.89048  2.83906
H  1.98829  -1.07170  2.31507
H  2.88621  -2.21878  2.74321

Partial charges, Mulliken, in e:
1. C -1.24
2. C 0.40
3. C -1.37
4. N -0.17
5. C -0.73
6. C -1.09
7. H 0.30
8. H 0.31
9. H 0.38
10. H 0.47
11. H 0.41
12. H 0.34
13. H 0.30
14. H 0.30
15. H 0.08
16. H 0.32
17. H 0.28
18. H 0.33
19. H 0.39
20. O -0.62
21. H 0.30
22. H 0.32



x.
Molecular formula: C5H15NO
Method: DFT, ωB97M-V/def2-TZVPD

The HOMO energy is -0.327 Eh. Its spin multiplicity is 1. The orbital gap comes out at 0.3592 Ha. The structure (SMILES) is CCCN(C)C.O. The LUMO energy comes out at 0.88 eV.

Cartesian coordinates (Å):
C  0.00000  0.00000  0.00000
C  -0.61109  -1.31467  0.03451
C  -0.50556  -2.13827  -1.28902
N  -0.48736  -3.49723  -0.88743
C  -0.80490  -4.32857  -2.06961
C  0.90516  -3.99118  -0.61016
H  -0.52506  0.60929  -0.75479
H  1.06225  -0.07695  -0.28693
H  -0.06503  0.51361  0.97396
H  0.12247  -1.75616  0.73623
H  -1.61013  -1.37995  0.50686
H  -1.42297  -1.91819  -1.86813
H  0.35997  -1.78814  -1.88375
H  -1.81371  -4.09055  -2.44678
H  -0.74567  -5.41427  -1.88434
H  -0.06748  -4.06337  -2.84582
H  1.10290  -3.70729  0.43718
H  1.64061  -3.48393  -1.25701
H  1.04076  -5.08117  -0.71082
O  1.48273  1.18860  3.02942
H  1.55854  1.81321  2.27287
H  0.56992  1.32291  3.37145

Partial charges, Mulliken, in e:
1. C -1.09
2. C -0.16
3. C -0.62
4. N -0.16
5. C -0.97
6. C -0.92
7. H 0.33
8. H 0.37
9. H 0.15
10. H 0.08
11. H 0.33
12. H 0.36
13. H 0.35
14. H 0.30
15. H 0.30
16. H 0.41
17. H 0.26
18. H 0.34
19. H 0.34
20. O -0.66
21. H 0.33
22. H 0.32



y.
Molecular formula: C5H15NO
Method: DFT, ωB97M-V/def2-TZVPD

The HOMO energy is -0.358 Eh. Its spin multiplicity is 1. The orbital gap comes out at 0.3925 Ha. The structure (SMILES) is CC(C)[C@H](C)N.O. The LUMO energy comes out at 0.95 eV.

Cartesian coordinates (Å):
C  -1.31335  -1.42260  0.09575
C  -0.28441  -0.49617  0.71363
C  -0.96193  0.74522  1.31262
C  0.79539  -0.18095  -0.36777
C  1.90151  -1.24287  -0.33163
N  1.30727  1.19772  -0.25801
H  -0.85301  -2.33960  -0.26231
H  -1.77172  -0.95264  -0.76369
H  -2.07597  -1.75536  0.80121
H  0.28435  -0.93633  1.53292
H  -0.23524  1.48739  1.65952
H  -1.51494  1.32622  0.58285
H  -1.58500  0.43284  2.13580
H  0.30673  -0.22794  -1.35356
H  2.29838  -1.26892  0.69734
H  1.51257  -2.24138  -0.54108
H  2.74567  -0.93890  -0.94592
H  1.61847  1.36808  0.69342
H  2.13296  1.29150  -0.83181
O  -1.58070  2.39238  -1.45273
H  -2.07229  1.63804  -1.78742
H  -0.65473  2.12426  -1.32913

Partial charges, Mulliken, in e:
1. C -1.38
2. C 0.65
3. C -1.47
4. C 0.23
5. C -1.50
6. N -0.60
7. H 0.34
8. H 0.29
9. H 0.39
10. H 0.21
11. H 0.35
12. H 0.36
13. H 0.42
14. H 0.19
15. H 0.35
16. H 0.33
17. H 0.41
18. H 0.22
19. H 0.26
20. O -0.69
21. H 0.31
22. H 0.33



z.
Molecular formula: C5H15NO
Method: DFT, ωB97M-V/def2-TZVPD

The HOMO energy is -0.326 Eh. Its spin multiplicity is 1. The orbital gap comes out at 0.3458 Ha. The structure (SMILES) is CNCC(C)C.O. The LUMO energy comes out at 0.55 eV.

Cartesian coordinates (Å):
C  -1.10301  1.16516  -1.21909
N  -0.55925  0.86193  0.12107
C  0.45304  -0.20084  0.06462
C  1.54843  -0.30509  1.30805
C  1.82653  1.17378  1.74976
C  2.78174  -1.11860  0.93735
H  -0.38114  1.91458  -1.57670
H  -1.16215  0.37410  -1.91764
H  -2.19256  1.54657  -1.25631
H  -1.25956  0.47597  0.80860
H  -0.10708  -1.23353  -0.03731
H  1.09265  0.02269  -0.84600
H  0.81999  -0.75714  2.20346
H  2.47497  1.36489  2.63626
H  2.12925  1.83317  0.91289
H  0.70960  1.46672  2.06230
H  3.24828  -0.79586  0.01015
H  3.70536  -1.07721  1.58284
H  2.46004  -2.24212  0.85686
O  -5.70298  -1.26386  -3.09917
H  -4.98852  -1.01663  -2.49500
H  -5.79362  -2.18867  -2.80701

Partial charges, Mulliken, in e:
1. C -0.91
2. N -0.28
3. C -0.83
4. C 0.49
5. C -1.08
6. C -1.27
7. H 0.30
8. H 0.35
9. H 0.28
10. H 0.24
11. H 0.28
12. H 0.41
13. H 0.17
14. H 0.33
15. H 0.28
16. H 0.26
17. H 0.34
18. H 0.34
19. H 0.28
20. O -0.63
21. H 0.31
22. H 0.32



The relative energies come out as w 23.9; x 31.7; y 0.0; z 48.6, with values in kcal/mol.